[1]
C3H32NO12S | ωB97M-V/def2-TZVPD

The LUMO energy comes out at -2.578 eV. Its energy relative to the best compared isomer or geometry (same formula, charge and spin) is 30.05 kcal per mole. The HOMO energy is -11.38 eV. The calculation puts the HOMO-LUMO gap at 8.799 eV.

Geometry as ORCA input:
```
! RIJCOSX wB97M-V def2-TZVPD def2/J DEFGRID3
* xyz 1 1
C -0.664 0.502 -1.679
O 0.038 0.995 -2.732
C 0.386 -0.307 -0.797
C -0.413 -1.254 0.109
S 0.894 -1.911 1.328
N 1.400 -1.179 -1.637
H -1.140 1.324 -1.116
H -1.356 -0.106 -2.204
H 0.519 1.780 -2.450
H 1.029 0.420 -0.275
H -1.124 -0.741 0.701
H -0.914 -2.053 -0.462
H 0.215 -1.462 2.451
H 1.198 -1.140 -2.664
H 2.440 -0.788 -1.500
H 1.507 -2.215 -1.529
H -1.244 -0.522 3.419
H -0.805 0.463 4.573
O -0.465 0.038 3.728
H 0.448 2.585 2.820
H -0.872 3.253 3.163
O -0.304 3.058 2.422
H -1.829 1.927 1.495
H -3.082 1.298 2.154
O -2.770 1.841 1.468
H 2.677 3.947 -0.707
H 1.698 3.537 0.300
O 2.452 3.190 -0.261
H 2.683 0.496 0.858
H 2.328 1.983 0.802
O 2.124 1.134 1.271
H 0.662 4.163 -0.613
H -0.702 3.695 0.051
O -0.205 3.576 -0.763
H 0.352 -2.771 -3.508
H 1.499 -3.830 -3.642
O 1.274 -2.918 -3.533
H -3.188 -1.634 2.103
H -2.548 -2.234 3.357
O -2.551 -1.417 2.864
H 3.699 -2.029 -0.986
H 4.688 -1.368 -0.104
O 3.826 -1.127 -0.573
H -2.587 -2.053 -2.651
H -2.279 -3.389 -3.250
O -1.944 -2.732 -2.726
H -4.441 -0.489 -0.583
H -3.346 0.473 -0.073
O -3.491 -0.305 -0.603
*
```

[2]
C4H6ClN | ωB97M-V/def2-TZVPD

The LUMO energy comes out at 0.643 eV. Its energy relative to the best compared isomer or geometry (same formula, charge and spin) is 7.85 kcal per mole. The HOMO energy is -11.05 eV. As for the structure (SMILES): C[C@H](C#N)CCl. The calculation puts the HOMO-LUMO gap at 11.689 eV.

Geometry as ORCA input:
```
! RIJCOSX wB97M-V def2-TZVPD def2/J DEFGRID3
* xyz 0 1
C 0.453 -1.178 -0.514
C 0.145 0.015 0.423
C -0.009 1.262 -0.334
C -0.905 -0.258 1.402
H -0.273 -1.354 -1.351
H 1.371 -0.942 -0.972
H 0.634 -2.144 0.099
H 1.069 0.111 0.955
H 0.642 1.104 -1.168
H 0.305 2.265 0.100
N -1.708 -0.460 2.210
Cl -1.725 1.578 -0.850
*
```

[3]
C43H51BiBr2I2N7O5Si | ωB97M-V/def2-TZVPD

The LUMO energy comes out at 1.933 eV. Its energy relative to the best compared isomer or geometry (same formula, charge and spin) is 6.87 kcal per mole. The HOMO energy is -4.32 eV. The calculation puts the HOMO-LUMO gap at 6.254 eV.

Geometry as ORCA input:
```
! RIJCOSX wB97M-V def2-TZVPD def2/J DEFGRID3
* xyz -1 1
Bi -0.234 0.159 -1.173
I 2.408 7.333 -1.940
C 2.208 5.280 -2.265
C 3.246 4.418 -1.940
C 3.089 3.059 -2.141
I 4.630 1.768 -1.596
C 1.892 2.468 -2.631
O 1.728 1.213 -2.771
C 0.862 3.408 -2.959
C -0.449 2.848 -3.417
N -1.318 2.396 -2.293
C -1.734 3.504 -1.441
C -0.790 3.742 -0.278
C -0.922 4.882 0.507
C 0.029 5.132 1.479
C 1.075 4.235 1.644
C 1.087 3.100 0.857
N 0.169 2.850 -0.073
C 1.026 4.767 -2.787
H 4.172 4.799 -1.533
H -0.991 3.609 -3.996
H -0.281 1.982 -4.050
H -2.125 1.950 -2.716
H -1.768 4.433 -2.027
H -2.743 3.335 -1.060
H -1.735 5.575 0.330
H -0.033 6.024 2.089
H 1.855 4.406 2.373
H 1.869 2.352 0.953
H 0.213 5.437 -3.046
Br -1.085 0.295 -6.385
C -0.012 -0.927 -5.422
C 0.794 -1.828 -6.137
C 1.539 -2.767 -5.490
Br 2.596 -3.971 -6.510
C 1.508 -2.863 -4.077
C 2.164 -3.849 -3.308
C 1.990 -3.888 -1.956
C 1.191 -2.911 -1.340
N 0.613 -1.954 -2.024
C 0.726 -1.925 -3.379
C -0.067 -0.921 -4.039
O -0.819 -0.136 -3.339
H 0.809 -1.774 -7.217
H 2.792 -4.576 -3.806
H 2.470 -4.638 -1.343
H 1.027 -2.923 -0.272
C 1.411 0.352 7.267
C 2.379 -0.014 6.148
C 3.142 1.211 5.653
C 1.684 -0.743 5.004
N 0.662 0.049 4.346
C 0.754 0.851 3.285
N -0.437 1.295 2.982
N -1.269 0.744 3.894
N -0.623 -0.004 4.713
H 1.954 0.762 8.120
H 0.841 -0.514 7.606
H 0.693 1.102 6.930
H 3.106 -0.735 6.538
H 2.454 1.964 5.262
H 3.850 0.954 4.863
H 3.701 1.672 6.469
H 1.193 -1.650 5.354
H 2.404 -1.030 4.235
H 1.661 1.029 2.736
C -2.368 -2.315 0.826
Si -2.698 -1.109 -0.583
C -3.505 -2.140 -2.010
C -4.803 -2.795 -1.520
C -3.822 -1.347 -3.285
C -2.536 -3.263 -2.404
C -3.898 0.218 0.154
C -4.617 1.017 -0.935
C -3.062 1.169 1.020
C -4.956 -0.388 1.086
H -3.309 -2.712 1.216
H -1.821 -1.841 1.642
H -1.756 -3.159 0.502
H -5.574 -2.057 -1.295
H -4.650 -3.411 -0.632
H -5.200 -3.445 -2.310
H -4.674 -0.680 -3.152
H -4.088 -2.047 -4.087
H -2.975 -0.753 -3.629
H -2.254 -3.891 -1.557
H -1.625 -2.872 -2.857
H -3.018 -3.909 -3.148
H -3.936 1.397 -1.701
H -5.126 1.880 -0.486
H -5.373 0.421 -1.447
H -2.177 1.558 0.517
H -2.712 0.683 1.931
H -3.663 2.038 1.319
H -5.600 -1.116 0.592
H -5.600 0.413 1.471
H -4.495 -0.873 1.946
O 3.841 -1.387 -0.183
C 3.851 -2.233 0.855
C 4.999 -3.012 1.043
C 5.066 -3.909 2.089
C 3.992 -4.061 2.967
C 2.856 -3.298 2.770
C 2.763 -2.374 1.729
C 1.479 -1.597 1.548
O 0.510 -1.886 2.249
O 1.497 -0.676 0.648
H 2.990 -0.877 -0.127
H 5.820 -2.885 0.351
H 5.962 -4.503 2.222
H 4.044 -4.772 3.781
H 1.988 -3.407 3.408
*
```

[4]
C23H29N2 | ωB97M-V/def2-TZVPD

The LUMO energy comes out at -4.283 eV. Its energy relative to the best compared isomer or geometry (same formula, charge and spin) is 35.35 kcal per mole. The HOMO energy is -9.93 eV. The calculation puts the HOMO-LUMO gap at 5.642 eV.

Geometry as ORCA input:
```
! RIJCOSX wB97M-V def2-TZVPD def2/J DEFGRID3
* xyz 1 1
C 0.887 3.740 1.640
N 0.120 2.615 2.187
C -0.626 2.908 3.411
C 0.343 1.371 1.786
C -0.047 0.217 2.560
C -1.376 -0.116 2.934
C -1.588 -1.041 3.957
C -0.500 -1.675 4.584
C 0.809 -1.412 4.151
C 1.025 -0.533 3.097
H 0.515 4.663 2.089
H 1.953 3.638 1.897
H 0.794 3.806 0.552
H -0.604 3.994 3.553
H -1.667 2.567 3.343
H -0.146 2.441 4.284
H 1.181 1.233 1.086
H -2.216 0.382 2.447
H -2.608 -1.270 4.281
H -0.675 -2.365 5.412
H 1.660 -1.896 4.635
H 2.033 -0.314 2.737
C -1.864 -3.720 -2.004
C -2.941 -2.892 -2.708
C -2.498 -1.426 -2.631
N -1.140 -1.441 -2.114
C -0.439 -0.275 -1.902
C -1.042 0.894 -1.463
C -0.402 2.181 -1.796
C 1.089 2.136 -1.429
C 1.781 0.877 -1.790
C 1.021 -0.245 -2.180
C 1.707 -1.291 -2.819
C 3.101 -1.365 -2.770
C 3.840 -0.333 -2.161
C 3.176 0.797 -1.686
C -0.714 -2.759 -1.653
H -2.253 -4.186 -1.094
H -1.492 -4.513 -2.658
H -3.019 -3.184 -3.757
H -3.923 -3.021 -2.247
H -2.538 -0.951 -3.629
H -3.160 -0.839 -1.977
H -2.101 0.891 -1.211
H -0.461 2.379 -2.885
H -0.890 3.006 -1.267
H 1.627 3.013 -1.819
H 1.145 2.182 -0.339
H 1.144 -2.028 -3.391
H 3.613 -2.224 -3.210
H 4.929 -0.406 -2.079
H 3.736 1.637 -1.254
H -0.514 -2.762 -0.564
H 0.217 -3.083 -2.139
*
```

[5]
C16H31F3GaO9S | ωB97M-V/def2-TZVPD

The LUMO energy comes out at 2.461 eV. Its energy relative to the best compared isomer or geometry (same formula, charge and spin) is 0.00 kcal per mole. The HOMO energy is -4.59 eV. The calculation puts the HOMO-LUMO gap at 7.048 eV.

Geometry as ORCA input:
```
! RIJCOSX wB97M-V def2-TZVPD def2/J DEFGRID3
* xyz -1 1
C 5.824 3.404 0.413
C 6.173 2.385 -0.676
O 5.032 2.032 -1.439
C 4.748 0.647 -1.487
C 4.036 0.161 -0.235
O 4.087 -1.231 -0.219
C 3.286 -1.786 0.862
Ga 1.294 -2.205 0.533
C 0.113 -0.936 1.609
C -0.219 0.387 0.898
C -1.732 0.712 0.815
C -2.293 0.693 -0.622
S -3.395 2.038 -0.939
O -2.661 3.210 -1.299
O -4.418 2.091 0.061
O -4.180 1.524 -2.246
C 0.651 -2.029 -1.406
C 1.634 -1.412 -2.374
O 2.578 -2.401 -2.742
C 1.012 -0.852 -3.651
F 1.907 -0.062 -4.311
F -0.059 -0.060 -3.408
F 0.621 -1.786 -4.527
H 4.738 3.466 0.494
H 6.199 4.402 0.180
H 6.219 3.106 1.385
H 6.919 2.804 -1.361
H 6.607 1.482 -0.233
H 4.130 0.488 -2.375
H 5.666 0.056 -1.607
H 2.994 0.523 -0.220
H 4.536 0.589 0.653
H 3.805 -2.693 1.184
H 3.348 -1.085 1.711
H 1.016 -3.711 1.064
H -0.806 -1.506 1.778
H 0.544 -0.748 2.599
H 0.173 0.383 -0.127
H 0.286 1.221 1.396
H -2.297 -0.034 1.375
H -1.945 1.679 1.276
H -1.494 0.768 -1.364
H -2.875 -0.206 -0.822
H -3.556 1.471 -2.988
H 0.384 -3.018 -1.790
H -0.273 -1.442 -1.381
H 2.146 -0.549 -1.929
H 3.410 -1.982 -2.988
C -7.112 -0.048 1.745
C -6.180 -1.021 2.419
C -5.118 -0.396 3.305
O -4.027 -1.310 3.175
C -4.145 -1.942 1.982
O -3.300 -2.588 1.459
O -5.368 -1.696 1.445
H -7.879 -0.569 1.175
H -7.602 0.574 2.496
H -6.549 0.597 1.069
H -6.732 -1.790 2.970
H -5.399 -0.318 4.352
H -4.805 0.580 2.924
*
```

[6]
C5H10O2 | ωB97M-V/def2-TZVPD

The LUMO energy comes out at 0.684 eV. Its energy relative to the best compared isomer or geometry (same formula, charge and spin) is 150.05 kcal per mole. The HOMO energy is -9.40 eV. The calculation puts the HOMO-LUMO gap at 10.080 eV.

Geometry as ORCA input:
```
! RIJCOSX wB97M-V def2-TZVPD def2/J DEFGRID3
* xyz 0 1
O 2.201 0.184 1.140
C 2.226 -0.328 0.044
C -0.042 -1.596 -0.014
C -0.664 -0.431 0.069
C -1.786 0.136 -0.741
O -2.060 1.092 0.298
C -1.012 0.569 1.149
H 1.452 2.248 -0.123
H 2.603 -1.352 -0.129
H 1.932 0.204 -0.878
H 0.274 -2.092 0.893
H -0.024 -2.155 -0.947
H 0.470 2.126 -0.657
H -2.579 -0.623 -0.826
H -1.603 0.550 -1.737
H -0.295 1.351 1.439
H -1.370 0.121 2.082
*
```